No. 1
This record from the Open Molecules 2025 dataset describes the ion C3H2NO3 with charge +1 at a distorted geometry. The level of theory is ωB97M-V with the def2-TZVPD basis set.

Computed properties:
charge = +1
HOMO = -16.444 eV
HOMO-LUMO gap = 9.67 eV
largest force on an atom = 2.61 eV Å⁻¹

Each line ends with the natural charge from an NBO analysis.
Positions of all 9 atoms, in Å:
C: -0.9206 0.5865 0.0026  -0.60
C: -0.8099 -0.7823 -0.0108  0.40
C: 0.1421 1.4327 -0.0001  0.88
N: 1.4902 -0.5659 0.0183  0.39
O: 0.9032 2.2629 -0.0073  -0.26
O: 2.4875 -1.1301 0.0136  -0.05
O: 0.3020 -1.4363 -0.0246  -0.34
H: -1.9011 1.0508 0.0187  0.33
H: -1.6934 -1.4184 -0.0104  0.26


No. 2
This record from the Open Molecules 2025 dataset describes the ion C3H2NO3S with charge -1 at a distorted geometry. The level of theory is ωB97M-V with the def2-TZVPD basis set.

Computed properties:
charge = -1
HOMO = -2.637 eV
SMILES string = O=C=CC(=O)NS[O-]
HOMO-LUMO gap = 6.11 eV
largest force on an atom = 3.07 eV Å⁻¹

Each line ends with the natural charge from an NBO analysis.
Positions of all 10 atoms, in Å:
O: -0.6900 2.7283 0.4718  -0.48
C: -1.2095 1.7149 0.1775  0.72
C: -1.6556 0.5367 -0.1134  -0.62
C: -0.6137 -0.6101 0.0102  0.63
O: -1.0813 -1.7686 0.0862  -0.71
N: 0.7516 -0.5348 -0.2231  -0.87
S: 2.7347 0.0615 -0.3670  0.65
O: 3.5392 -0.8251 0.5290  -0.97
H: -2.6964 0.3186 -0.5279  0.27
H: 0.9212 -1.6214 -0.0434  0.39


No. 3
This record from the Open Molecules 2025 dataset describes a cluster of 2 separate species, C3H2NOPS in total at a distorted geometry. The level of theory is ωB97M-V with the def2-TZVPD basis set.

Computed properties:
charge = 0
HOMO = -9.523 eV
HOMO-LUMO gap = 8.53 eV
largest force on an atom = 4.93 eV Å⁻¹

Each line ends with the natural charge from an NBO analysis.
Positions of all 9 atoms, in Å:
C: -1.6530 -1.4541 0.3771  0.22
C: 0.7479 -0.5377 0.7858  -0.41
C: -0.4693 -0.7446 0.2094  -0.43
N: -2.5228 -2.2108 0.2792  -0.22
O: 0.1149 1.9133 -0.2606  -0.99
P: 0.5949 0.4299 -0.6546  1.53
S: 1.4983 0.3369 -2.3314  -0.49
H: 1.1090 -0.4160 2.2652  0.25
H: 0.5801 2.6832 -0.6700  0.54


No. 4
This record from the Open Molecules 2025 dataset describes the ion C3H2NOS with charge -1 at a distorted geometry. The level of theory is ωB97M-V with the def2-TZVPD basis set.

Computed properties:
charge = -1
HOMO (spin up / spin down) = -3.468 / -3.343 eV
HOMO-LUMO gap (spin up / spin down) = 6.93 / 6.56 eV
largest force on an atom = 2.36 eV Å⁻¹

Each line ends with the natural charge from an NBO analysis.
Positions of all 8 atoms, in Å:
C: -0.7359 -0.4406 -0.5250  -0.11
C: 1.0492 0.5373 0.7930  -0.05
C: -0.0721 0.6841 0.1704  -0.31
N: -0.4043 -1.6232 -0.3143  -0.01
O: 0.5852 -1.9325 0.3970  -0.46
S: -0.8713 2.1933 -0.2138  -0.47
H: -1.5680 -0.3915 -1.2517  0.21
H: 2.0171 0.9731 0.9444  0.20


No. 5
This record from the Open Molecules 2025 dataset describes the molecule C3H2NP at a distorted geometry. The level of theory is ωB97M-V with the def2-TZVPD basis set.

Computed properties:
charge = 0
HOMO (spin up / spin down) = -9.034 / -8.968 eV
SMILES string = C=P#CC#N
HOMO-LUMO gap (spin up / spin down) = 7.35 / 7.47 eV
largest force on an atom = 4.26 eV Å⁻¹

Each line ends with the natural charge from an NBO analysis.
Positions of all 7 atoms, in Å:
C: -0.1675 0.5113 0.1313  -0.59
P: 0.9989 1.8951 0.0533  0.75
C: 2.2576 0.8053 0.1096  -0.43
C: 2.9949 -0.2623 0.0132  0.10
N: 3.3900 -1.3547 -0.1889  -0.22
H: -0.8452 0.1323 -0.6555  0.21
H: -0.0490 -0.2178 0.8205  0.18


No. 6
This record from the Open Molecules 2025 dataset describes the molecule C3H2NP at a distorted geometry. The level of theory is ωB97M-V with the def2-TZVPD basis set.

Computed properties:
charge = 0
HOMO = -9.826 eV
SMILES string = N#CC1=PC1
HOMO-LUMO gap = 8.65 eV
largest force on an atom = 4.11 eV Å⁻¹

Each line ends with the natural charge from an NBO analysis.
Positions of all 7 atoms, in Å:
N: -2.4355 -1.2696 0.0250  -0.26
C: -1.4656 -0.6540 -0.0150  0.23
C: -0.4405 0.2674 -0.0896  -0.50
P: 0.1585 1.8085 0.0070  0.70
C: 1.0634 0.1058 0.0251  -0.56
H: 1.5933 -0.1400 0.8749  0.21
H: 1.5265 -0.1182 -0.8273  0.19


No. 7
This record from the Open Molecules 2025 dataset describes the ion C3H2NS3 with charge -1 at a distorted geometry. The level of theory is ωB97M-V with the def2-TZVPD basis set.

Computed properties:
multiplicity = 3
charge = -1
HOMO (spin up / spin down) = -1.980 / -3.305 eV
expectation value of S² = 2.037
HOMO-LUMO gap (spin up / spin down) = 5.28 / 5.14 eV
largest force on an atom = 4.75 eV Å⁻¹

Each line ends with the natural charge from an NBO analysis.
Positions of all 9 atoms, in Å:
C: -1.2625 -0.1156 -0.0568  0.10
C: 0.0263 -0.7741 0.2268  -0.35
C: 1.0316 -0.1381 0.8276  -0.16
N: -1.4549 1.1044 0.2222  -0.60
S: 0.3072 -2.4356 -0.1912  -0.09
S: 2.7738 1.0639 -1.0575  -0.60
S: 2.5531 0.4823 0.7973  0.23
H: -1.7173 -0.7142 -0.7638  0.15
H: -2.2572 1.5269 -0.0047  0.33


No. 8
This record from the Open Molecules 2025 dataset describes the molecule C3H2O at a distorted geometry. The level of theory is ωB97M-V with the def2-TZVPD basis set.

Computed properties:
charge = 0
HOMO = -9.151 eV
SMILES string = C=C=C=O
HOMO-LUMO gap = 8.68 eV
largest force on an atom = 1.84 eV Å⁻¹

Each line ends with the natural charge from an NBO analysis.
Positions of all 6 atoms, in Å:
C: 1.0205 -0.0573 0.0000  -0.23
C: -0.2319 -0.4263 -0.0112  -0.38
C: -1.4047 0.0763 -0.0241  0.66
O: -2.5503 0.2185 0.0243  -0.43
H: 1.8166 -0.7857 0.0867  0.19
H: 1.3499 0.9745 -0.0757  0.19


No. 9
This record from the Open Molecules 2025 dataset describes the molecule C3H2O2 at a distorted geometry. The level of theory is ωB97M-V with the def2-TZVPD basis set.

Computed properties:
charge = 0
HOMO = -10.958 eV
HOMO-LUMO gap = 9.44 eV
largest force on an atom = 6.65 eV Å⁻¹

Each line ends with the natural charge from an NBO analysis.
Positions of all 7 atoms, in Å:
C: 0.8560 -0.7780 -0.2159  -0.21
C: 1.2915 -1.8750 0.1480  0.19
C: 0.0954 0.3355 0.3342  0.44
O: 0.6713 0.4779 -0.8216  -0.36
O: -1.5744 0.3635 0.2123  -0.74
H: 0.3440 1.0547 1.1197  0.21
H: -1.6837 0.4214 -0.7767  0.47


No. 10
This record from the Open Molecules 2025 dataset describes the molecule C3H2O2 at a distorted geometry. The level of theory is ωB97M-V with the def2-TZVPD basis set.

Computed properties:
charge = 0
HOMO = -8.411 eV
SMILES string = OC1=C2O[C@H]12
HOMO-LUMO gap = 8.20 eV
largest force on an atom = 8.53 eV Å⁻¹

Each line ends with the Mulliken charge.
Positions of all 7 atoms, in Å:
O: 0.5515 1.0020 -1.1528  -0.39
C: 0.3383 -0.1305 -0.4230  0.29
C: 0.5227 -0.1403 0.9180  -0.42
O: -0.3538 -1.0081 1.6652  -0.16
C: -0.7562 -0.5983 0.3729  0.18
H: 1.3223 0.8253 -1.7201  0.37
H: -1.6249 0.0499 0.3396  0.12


No. 11
This record from the Open Molecules 2025 dataset describes a structure of composition C3H2O2Sn at a distorted geometry. The level of theory is ωB97M-V with the def2-TZVPD basis set.

Computed properties:
multiplicity = 2
charge = -1
HOMO (spin up / spin down) = -2.143 / -3.806 eV
expectation value of S² = 0.754
HOMO-LUMO gap (spin up / spin down) = 5.84 / 7.33 eV
largest force on an atom = 2.63 eV Å⁻¹

Each line ends with the natural charge from an NBO analysis.
Positions of all 8 atoms, in Å:
H: -2.4070 -0.6546 -1.4561  -0.30
Sn: -1.3848 0.5749 -2.1685  -0.04
O: -0.0958 0.8035 0.5842  -0.45
O: 1.1336 -0.3239 -0.7064  -0.48
C: 0.6003 -0.1392 1.3664  -0.18
C: 1.5338 -0.7717 0.6153  -0.13
C: 0.1363 0.5219 -0.6735  0.38
H: 0.4835 -0.0108 2.4387  0.19


No. 12
This record from the Open Molecules 2025 dataset describes the molecule C3H2O3 at a distorted geometry. The level of theory is ωB97M-V with the def2-TZVPD basis set.

Computed properties:
charge = 0
HOMO = -10.164 eV
SMILES string = O=CC(=O)C=O
HOMO-LUMO gap = 8.97 eV
largest force on an atom = 1.13 eV Å⁻¹

Each line ends with the natural charge from an NBO analysis.
Positions of all 8 atoms, in Å:
O: -1.9287 -0.1459 1.1649  -0.46
C: -1.0123 0.5665 0.8566  0.36
C: -0.0124 0.2172 -0.2561  0.37
O: -0.1768 0.9697 -1.1911  -0.46
C: 1.1001 -0.8599 -0.4861  0.36
O: 1.6126 -1.5706 0.3365  -0.44
H: -0.9607 1.6367 1.1445  0.14
H: 1.3781 -0.8137 -1.5693  0.14


No. 13
This record from the Open Molecules 2025 dataset describes a structure of composition C3H2O3Pt at a distorted geometry. The level of theory is ωB97M-V with the def2-TZVPD basis set.

Computed properties:
multiplicity = 3
charge = +2
HOMO (spin up / spin down) = -19.023 / -18.774 eV
expectation value of S² = 2.011
HOMO-LUMO gap (spin up / spin down) = 9.97 / 6.31 eV
largest force on an atom = 11.60 eV Å⁻¹

Each line ends with the natural charge from an NBO analysis.
Positions of all 9 atoms, in Å:
C: -2.1443 -0.1952 -0.0367  -0.25
C: -1.6569 1.0240 -0.0331  0.77
O: -1.1068 2.0542 -0.0312  -0.17
C: 1.6900 -0.4753 0.0512  1.11
O: 0.6271 -0.8950 0.0495  -0.43
O: 2.8006 -0.0991 0.0520  -0.57
Pt: 4.5074 -0.0564 0.0253  0.90
H: -2.3403 -0.6832 -0.9910  0.32
H: -2.3769 -0.6739 0.9140  0.32


no.,total energy (eV)
1,-10764.098
2,-21609.535
3,-26801.584
4,-17512.169
5,-13916.836
6,-13919.230
7,-37136.285
8,-5188.191
9,-7230.882
10,-7230.549
11,-13065.922
12,-9283.723
13,-12506.772